(1)
Density functional theory data (ωB97M-V/def2-TZVPD) for a 2-piece molecular cluster, C7H14 overall.

ORCA input file:
```
! RIJCOSX wB97M-V def2-TZVPD def2/J DEFGRID3
* xyz 0 1
C 2.19 -0.89 0.97
C 1.46 -1.41 -0.24
C 0.15 -1.68 -0.34
C -0.90 -1.53 0.72
H 1.53 -0.68 1.81
H 2.94 -1.63 1.30
H 2.74 0.03 0.73
H 2.07 -1.58 -1.12
H -0.21 -2.05 -1.30
H -1.71 -0.87 0.35
H -0.52 -1.10 1.65
H -1.35 -2.50 0.95
C -1.09 1.25 -1.89
C -1.39 1.99 -0.83
C -0.59 2.03 0.44
H -1.70 1.26 -2.79
H -0.21 0.60 -1.89
H -2.28 2.62 -0.86
H 0.24 1.32 0.40
H -0.18 3.03 0.61
H -1.21 1.79 1.31
*
```

Results
Maximum force, Eh/bohr: 0.004
Structure (SMILES): C/C=C\C.C=CC
Frontier orbital gap, Eh: 0.3784
Energy above the lowest of the compared OMol25 structures with the same formula, charge and spin, eV: 1.506
DFT total energy, eV: -7484.7888

(2)
Density functional theory data (ωB97M-V/def2-TZVPD) for C7H14 as an isolated structure at a distorted geometry.

ORCA input file:
```
! RIJCOSX wB97M-V def2-TZVPD def2/J DEFGRID3
* xyz 0 1
C 0.83 1.93 -0.91
C -0.16 0.76 -1.02
C -0.45 0.03 0.25
C -1.01 1.02 1.21
C -1.25 -1.25 0.09
C 0.12 -1.32 0.67
C 1.28 -1.98 -0.05
H 1.26 2.18 -1.88
H 0.26 2.78 -0.55
H 1.66 1.78 -0.20
H -1.34 1.37 -1.07
H 0.14 0.05 -1.82
H -0.33 1.84 1.50
H -1.33 0.51 2.15
H -1.83 1.60 0.30
H -2.11 -1.37 0.74
H -1.38 -1.59 -0.93
H 0.15 -1.46 1.75
H 2.21 -1.47 0.19
H 1.14 -1.98 -1.13
H 1.37 -3.03 0.27
*
```

Results
Maximum force, Eh/bohr: 0.083
Frontier orbital gap, Eh: 0.3885
Energy above the lowest of the compared OMol25 structures with the same formula, charge and spin, eV: 2.939
DFT total energy, eV: -7483.3554